A 16-piece molecular cluster, C64H105BN15O8 overall in a non-equilibrium geometry. Source: the Open Molecules 2025 dataset; level of theory: ωB97M-V with the def2-TZVPD basis set.

```
! wB97M-V def2-TZVPD RIJCOSX def2/J DEFGRID3
* xyz -1 1
O 0.026 2.575 2.999
C 0.168 1.807 2.054
O 0.011 0.516 2.080
B 0.422 -0.097 0.854
O 0.703 1.019 -0.033
C 0.478 2.185 0.616
O 0.679 3.300 0.143
O -0.587 -1.009 0.320
C -0.020 -2.107 -0.279
O -0.476 -2.945 -1.089
C 1.417 -2.108 0.270
O 1.644 -0.977 1.015
O 2.339 -2.948 0.002
C -4.960 -1.789 -8.064
C -3.874 -1.988 -7.057
C -3.059 -3.217 -7.307
C -1.920 -3.416 -6.496
N -1.041 -3.517 -5.806
H -5.995 -1.853 -7.729
H -4.906 -2.396 -8.968
H -4.790 -0.768 -8.405
H -4.115 -2.051 -5.996
H -3.231 -1.111 -7.128
H -2.664 -3.259 -8.322
H -3.708 -4.089 -7.221
C 2.828 5.686 -3.986
C 2.370 4.425 -4.755
C 2.089 3.143 -3.872
C 3.278 2.384 -3.406
N 4.236 1.842 -3.075
H 2.053 5.849 -3.237
H 2.862 6.638 -4.516
H 3.782 5.611 -3.464
H 3.094 4.212 -5.542
H 1.407 4.683 -5.194
H 1.427 2.507 -4.460
H 1.517 3.625 -3.079
C 3.709 -1.657 4.003
C 4.092 -0.161 4.082
C 3.148 0.775 3.539
C 3.375 2.155 3.979
N 3.608 3.211 4.326
H 3.736 -2.127 4.986
H 4.364 -2.125 3.268
H 2.742 -1.540 3.514
H 5.116 0.095 3.809
H 4.156 0.127 5.131
H 2.101 0.512 3.689
H 3.224 0.853 2.454
C 7.292 -2.042 0.960
C 6.724 -0.880 0.161
C 5.646 -1.243 -0.822
C 6.058 -2.181 -1.905
N 6.345 -2.936 -2.747
H 6.584 -2.546 1.618
H 8.063 -1.646 1.620
H 7.782 -2.838 0.399
H 7.537 -0.467 -0.436
H 6.366 -0.109 0.844
H 5.100 -0.415 -1.274
H 4.965 -1.845 -0.221
C -3.548 2.059 1.364
C -5.065 2.000 1.030
C -5.931 2.343 2.304
C -7.443 2.195 2.265
N -8.584 2.022 2.213
H -2.947 1.675 0.540
H -3.189 1.508 2.233
H -3.290 3.116 1.426
H -5.407 1.109 0.502
H -5.242 2.694 0.208
H -5.583 3.332 2.604
H -5.615 1.684 3.112
C -3.739 -2.084 0.920
C -3.673 -2.119 -0.639
C -4.734 -3.123 -1.280
C -5.898 -3.612 -0.614
N -6.893 -3.931 -0.028
H -3.268 -2.973 1.338
H -4.778 -2.080 1.248
H -3.369 -1.145 1.333
H -2.748 -2.500 -1.071
H -3.766 -1.084 -0.968
H -4.148 -3.996 -1.566
H -4.969 -2.707 -2.260
C 2.703 -7.543 -0.699
C 1.723 -6.520 -0.052
C 2.299 -6.023 1.292
C 2.886 -6.998 2.161
N 3.395 -7.755 2.887
H 3.751 -7.260 -0.793
H 2.410 -7.681 -1.740
H 2.884 -8.476 -0.166
H 0.676 -6.823 -0.062
H 1.641 -5.596 -0.625
H 1.596 -5.328 1.752
H 3.114 -5.408 0.910
C -1.633 2.181 -2.945
C -1.768 0.635 -2.965
C -0.492 -0.041 -3.464
C -0.211 0.370 -4.842
N 0.070 0.777 -5.892
H -1.575 2.550 -3.969
H -0.758 2.539 -2.402
H -2.573 2.582 -2.566
H -2.524 0.392 -3.712
H -2.161 0.245 -2.026
H -0.719 -1.102 -3.365
H 0.298 0.198 -2.752
C -2.818 -6.340 -3.915
C -1.778 -5.996 -2.807
C -0.582 -6.956 -2.691
C -1.172 -8.205 -2.073
N -1.589 -9.184 -1.637
H -3.128 -7.383 -3.846
H -2.430 -6.222 -4.927
H -3.765 -5.800 -3.876
H -2.225 -5.948 -1.814
H -1.340 -5.016 -2.999
H 0.161 -6.486 -2.048
H -0.133 -7.155 -3.664
C 3.063 -1.380 -3.811
C 2.792 -2.893 -3.735
C 3.221 -3.724 -4.961
C 3.123 -5.134 -4.861
N 3.051 -6.291 -4.841
H 2.735 -0.957 -4.760
H 4.074 -1.036 -3.591
H 2.331 -0.928 -3.142
H 1.719 -2.984 -3.573
H 3.361 -3.226 -2.867
H 4.293 -3.532 -5.001
H 2.614 -3.505 -5.841
C 3.203 6.788 3.093
C 2.990 5.630 2.068
C 2.953 5.948 0.556
C 4.000 6.939 0.195
N 4.800 7.676 -0.143
H 3.833 7.670 2.978
H 3.805 6.331 3.878
H 2.207 7.080 3.426
H 2.110 5.032 2.304
H 3.886 5.038 2.250
H 1.962 6.211 0.187
H 3.104 4.980 0.081
C -0.828 -2.537 4.384
C -0.439 -3.573 3.346
C -1.547 -4.562 3.222
C -1.724 -5.324 2.020
N -1.935 -5.808 1.035
H -1.766 -2.023 4.172
H -0.096 -1.737 4.490
H -1.004 -2.870 5.407
H 0.516 -4.034 3.598
H -0.213 -3.060 2.412
H -2.567 -4.231 3.418
H -1.390 -5.376 3.929
C -4.044 6.427 -1.121
C -3.471 5.135 -0.494
C -1.934 4.958 -0.294
C -1.236 5.277 -1.552
N -0.709 5.454 -2.519
H -3.410 7.284 -0.892
H -5.065 6.704 -0.859
H -4.112 6.297 -2.201
H -3.741 4.304 -1.146
H -3.966 4.995 0.467
H -1.627 3.920 -0.168
H -1.498 5.548 0.512
C 0.032 6.057 4.889
C -1.078 5.561 3.958
C -2.190 6.688 3.633
C -3.430 6.067 3.201
N -4.411 5.544 2.874
H 0.431 6.968 4.443
H 0.875 5.372 4.793
H -0.208 6.125 5.950
H -1.558 4.663 4.347
H -0.513 5.196 3.100
H -1.908 7.345 2.810
H -2.408 7.259 4.535
C 0.686 2.015 8.317
C 0.027 1.723 6.894
C -1.456 1.199 7.113
C -2.410 2.285 7.240
N -3.131 3.173 7.267
H 0.423 2.989 8.731
H 1.755 1.836 8.203
H 0.417 1.231 9.025
H 0.522 1.055 6.189
H -0.141 2.635 6.321
H -1.588 0.626 8.032
H -1.882 0.547 6.350
*
```

- max |F| (eV Å⁻¹) = 6.08
- highest occupied orbital energy (eV) = -9.23
- orbital gap (eV) = 10.21
- LUMO level (eV) = 0.98
- relative energy (zero: lowest compared OMol25 entry of this formula, charge and spin) (eV) = 4.066



C5H11AuO4 as an isolated structure in a non-equilibrium geometry. Source: the Open Molecules 2025 dataset; level of theory: ωB97M-V with the def2-TZVPD basis set.

```
! wB97M-V def2-TZVPD RIJCOSX def2/J DEFGRID3
* xyz 2 3
O -0.974 1.721 1.708
C 0.208 1.444 2.086
C 1.190 1.432 0.936
O 0.510 0.863 -0.156
C 1.182 0.398 -1.321
C 0.585 -0.951 -1.671
O -0.778 -0.931 -2.013
C -1.711 -1.398 -1.017
Au -1.400 0.504 0.082
H 0.594 1.935 2.996
H 2.091 0.874 1.242
H 1.462 2.463 0.653
H 2.261 0.267 -1.148
H 1.090 1.146 -2.121
H 0.702 -1.582 -0.769
H 1.158 -1.365 -2.513
H -2.697 -1.481 -1.502
H -1.432 -2.431 -0.743
O -1.336 -0.961 1.328
H -2.089 -1.400 1.738
H -0.617 -0.547 2.205
*
```

- max |F| (eV Å⁻¹) = 8.63
- highest occupied orbital energy (alpha / beta) (eV) = -17.14 / -18.76
- orbital gap (alpha / beta) (eV) = 6.77 / 6.86
- LUMO level (alpha / beta) (eV) = -10.37 / -11.90
- ⟨S²⟩ = 2.01
- relative energy (zero: lowest compared OMol25 entry of this formula, charge and spin) (eV) = 0.000



A 2-piece molecular cluster, C4H6O4 overall in a non-equilibrium geometry. Source: the Open Molecules 2025 dataset; level of theory: ωB97M-V with the def2-TZVPD basis set.

```
! wB97M-V def2-TZVPD RIJCOSX def2/J DEFGRID3
* xyz 0 1
O 2.287 -0.082 -1.213
C 2.639 -0.297 -0.002
O 2.220 0.146 1.135
C -0.552 0.077 -1.008
C -0.318 0.904 0.348
C -1.654 0.068 0.187
O -2.731 0.631 0.000
O -1.748 -1.206 0.846
H 3.339 -1.108 0.087
H 0.248 -0.559 -1.141
H -1.155 0.348 -1.916
H -0.341 2.006 0.313
H 0.362 0.378 0.997
H -2.596 -1.305 1.367
*
```

- max |F| (eV Å⁻¹) = 8.04
- highest occupied orbital energy (eV) = -8.97
- orbital gap (eV) = 4.57
- LUMO level (eV) = -4.40
- relative energy (zero: lowest compared OMol25 entry of this formula, charge and spin) (eV) = 7.612